<a>
An isolated molecule of CH2Cl2FN. Source: the Open Molecules 2025 dataset; level of theory: ωB97M-V with the def2-TZVPD basis set.

The value obtained for the HOMO energy is -10.25 eV. As for the LUMO energy: -0.67 eV. The calculation puts the HOMO-LUMO gap at 9.6 eV.

Last column: Mulliken charge in e.
CARTESIAN COORDINATES (ANGSTROEM)
F 1.21 1.22 0.58  -0.306
C 0.06 0.60 -0.14  0.004
N 0.12 -0.84 0.16  -0.050
Cl -0.86 -1.36 1.57  -0.037
Cl -0.21 -1.79 -1.29  -0.027
H 0.40 0.87 -1.18  0.209
H -0.72 1.31 0.29  0.208

***

<b>
An isolated molecule of CH2Cl2FN. Source: the Open Molecules 2025 dataset; level of theory: ωB97M-V with the def2-TZVPD basis set.

The value obtained for the HOMO energy is -10.07 eV. As for the LUMO energy: 0.74 eV. The calculation puts the HOMO-LUMO gap at 10.8 eV.

Last column: Mulliken charge in e.
CARTESIAN COORDINATES (ANGSTROEM)
N 0.91 0.17 -0.11  -0.500
C -0.56 -0.14 0.07  0.596
F -0.84 -0.12 1.39  -0.207
Cl -1.45 1.06 -0.72  -0.144
Cl -0.83 -1.84 -0.51  -0.160
H 1.67 -0.19 0.52  0.208
H 1.10 1.06 -0.65  0.206

***

<c>
A cluster of 2 separate species, CH2Cl2FN in total. Source: the Open Molecules 2025 dataset; level of theory: ωB97M-V with the def2-TZVPD basis set.

The value obtained for the HOMO energy (alpha / beta) is -8.07 / -8.07 eV. As for the LUMO energy (alpha / beta): -1.59 / -1.59 eV. The calculation puts the HOMO-LUMO gap (alpha / beta) at 6.5 / 6.5 eV.

Last column: Mulliken charge in e.
CARTESIAN COORDINATES (ANGSTROEM)
C 0.35 0.46 -0.53  -0.047
N 1.52 0.04 -0.17  0.043
F 1.99 -1.68 1.61  -0.784
Cl 2.30 0.56 1.20  0.157
Cl 2.41 -1.00 -1.19  0.119
H -0.13 0.27 -1.45  0.301
H -0.17 1.15 0.31  0.210

***

<b> takes first place; second place is 59.6 kcal/mol up.

***

<a>
An isolated molecule of C4H6N4O. Source: the Open Molecules 2025 dataset; level of theory: ωB97M-V with the def2-TZVPD basis set.

The value obtained for the HOMO energy is -9.44 eV. As for the LUMO energy: 0.76 eV. The calculation puts the HOMO-LUMO gap at 10.2 eV.

Last column: Mulliken charge in e.
CARTESIAN COORDINATES (ANGSTROEM)
H -3.32 -0.42 0.38  0.264
N -2.74 0.41 0.27  -0.678
C -1.54 0.10 0.00  0.536
N -0.60 1.12 -0.12  -0.231
C 0.80 1.47 -0.16  0.149
N 1.94 0.94 0.01  -0.510
C 2.26 -0.46 0.17  -0.493
C 0.93 -1.11 0.45  -0.062
N 0.22 -1.32 -0.57  -0.454
O -1.12 -1.24 -0.18  -0.185
H -1.18 1.96 -0.07  0.278
H 0.82 2.57 -0.24  0.290
H 3.10 -0.54 0.87  0.316
H 2.63 -0.81 -0.79  0.300
H 0.42 -0.97 1.39  0.478

***

<b>
A structure of composition C4H6N4O. Source: the Open Molecules 2025 dataset; level of theory: ωB97M-V with the def2-TZVPD basis set.

The value obtained for the HOMO energy (alpha / beta) is -6.57 / -7.06 eV. As for the LUMO energy (alpha / beta): 0.63 / 0.58 eV. The calculation puts the HOMO-LUMO gap (alpha / beta) at 7.2 / 7.6 eV.

Last column: Mulliken charge in e.
CARTESIAN COORDINATES (ANGSTROEM)
C 0.64 0.68 -0.10  -0.322
C 1.15 -0.64 -0.14  0.362
C -0.68 0.18 -0.13  0.633
C -0.24 -1.23 -0.14  0.238
N -2.03 0.99 -0.12  -0.437
N 1.19 1.92 0.11  -0.480
N 2.42 -1.22 -0.09  -0.595
N -2.98 0.04 -0.10  -0.247
O -0.75 -2.33 -0.04  -0.625
H 2.03 2.21 -0.43  0.244
H 0.44 2.51 0.36  0.274
H 3.05 -0.61 0.46  0.259
H 2.51 -2.13 0.36  0.258
H -2.93 -0.91 0.22  0.237
H -3.82 0.54 -0.22  0.203

***

<a> takes first place; second place is 18.4 kcal/mol up.

***

<a>
A structure of composition C33H35N3O2PdS6Sb. Source: the Open Molecules 2025 dataset; level of theory: ωB97M-V with the def2-TZVPD basis set.

The value obtained for the HOMO energy (alpha / beta) is -10.31 / -10.30 eV. As for the LUMO energy (alpha / beta): -2.41 / -4.83 eV. The spin multiplicity is 3. The calculation puts the HOMO-LUMO gap (alpha / beta) at 7.9 / 5.5 eV. The charge is +1.

Last column: Mulliken charge in e.
CARTESIAN COORDINATES (ANGSTROEM)
Pd -0.39 0.91 -0.25  0.755
C 0.89 5.93 -3.31  -0.678
C 0.08 5.04 -4.26  -0.759
S 0.21 3.24 -3.95  -0.138
C -1.39 2.78 -3.20  -0.051
C -1.85 3.57 -1.99  -0.760
S -1.05 3.27 -0.37  -0.044
C 0.72 3.72 -0.59  0.095
C 1.01 5.21 -0.51  -1.101
S 0.14 6.30 -1.68  -0.159
H 1.00 6.92 -3.78  0.462
H 1.89 5.53 -3.15  0.358
H 0.48 5.17 -5.26  0.456
H -0.97 5.32 -4.28  0.377
H -1.24 1.73 -2.96  -0.583
H -2.14 2.85 -3.98  0.639
H -2.90 3.35 -1.79  0.418
H -1.76 4.64 -2.16  0.554
H 1.06 3.29 -1.52  0.444
H 1.23 3.23 0.24  0.033
H 2.08 5.37 -0.64  0.551
H 0.73 5.61 0.46  0.314
N 4.11 -1.74 6.35  -0.461
C 3.43 -1.28 5.27  1.085
C 2.03 -1.42 5.20  -0.849
C 1.34 -1.00 4.09  -0.749
C 2.03 -0.44 3.02  -0.621
C 3.41 -0.28 3.07  -0.501
C 4.11 -0.70 4.18  -0.769
S 1.15 0.03 1.59  1.774
O 2.01 0.80 0.71  -0.655
O 0.60 -1.19 1.00  -0.048
N -0.16 0.89 2.01  -0.086
C -0.03 2.13 2.57  -0.001
S 1.50 2.86 3.14  -0.070
C 0.62 4.25 3.66  -0.332
C -0.70 4.09 3.38  -0.621
N -1.05 2.91 2.78  -0.358
H 3.62 -2.03 7.17  0.199
H 5.09 -1.52 6.44  0.198
H 1.50 -1.85 6.04  0.314
H 0.26 -1.10 4.03  0.578
H 3.92 0.17 2.23  0.527
H 5.18 -0.57 4.24  0.310
H 1.11 5.08 4.14  0.471
H -1.47 4.81 3.60  0.408
S 0.60 -0.26 -2.14  -0.676
Sb -0.45 -2.18 -1.33  1.497
C -1.02 -3.00 -3.21  0.175
C -0.18 -3.97 -3.75  -0.313
C -0.36 -4.40 -5.05  -0.700
C -1.39 -3.85 -5.82  -0.483
C -2.24 -2.90 -5.27  -0.672
C -2.05 -2.47 -3.97  -0.221
C -2.09 -1.40 -0.18  0.760
C -2.70 -0.21 -0.60  -1.246
C -3.49 0.50 0.29  -0.294
C -3.67 0.04 1.59  -0.756
C -3.10 -1.17 1.98  -0.517
C -2.31 -1.89 1.09  -0.469
C 0.19 -3.95 -0.29  0.399
C -0.58 -5.08 -0.58  -0.381
C -0.33 -6.26 0.09  -0.709
C 0.68 -6.32 1.05  -0.516
C 1.45 -5.20 1.31  -0.594
C 1.22 -4.01 0.64  -0.545
H 0.62 -4.39 -3.14  0.402
H 0.30 -5.14 -5.47  0.401
H -1.51 -4.17 -6.85  0.386
H -3.04 -2.49 -5.87  0.413
H -2.71 -1.72 -3.55  0.351
H -2.62 0.11 -1.64  0.386
H -3.98 1.42 -0.03  0.464
H -4.24 0.62 2.29  0.424
H -3.26 -1.54 2.98  0.424
H -1.84 -2.81 1.42  0.458
H -1.36 -5.02 -1.32  0.469
H -0.91 -7.14 -0.14  0.406
H 0.85 -7.25 1.59  0.397
H 2.25 -5.25 2.04  0.446
H 1.83 -3.15 0.85  0.508

***

<b>
A structure of composition C33H35N3O2PdS6Sb. Source: the Open Molecules 2025 dataset; level of theory: ωB97M-V with the def2-TZVPD basis set.

The value obtained for the HOMO energy (alpha / beta) is -10.51 / -10.63 eV. As for the LUMO energy (alpha / beta): -1.92 / -4.65 eV. The spin multiplicity is 3. The calculation puts the HOMO-LUMO gap (alpha / beta) at 8.6 / 6.0 eV. The charge is +1.

Last column: Mulliken charge in e.
CARTESIAN COORDINATES (ANGSTROEM)
Pd -0.89 -0.79 0.00  0.284
C 3.66 1.83 -0.59  -0.569
C 3.33 0.93 0.59  -0.962
S 1.57 0.57 0.99  0.255
C 0.77 2.21 0.90  -1.034
C 0.17 2.60 -0.45  -0.761
S -0.53 1.28 -1.52  -0.080
C 0.97 0.47 -2.23  0.482
C 2.00 1.40 -2.86  -0.930
S 3.68 1.03 -2.23  -0.125
H 4.69 2.17 -0.46  0.435
H 3.02 2.71 -0.63  0.236
H 3.74 1.38 1.50  0.501
H 3.77 -0.06 0.46  0.365
H 1.49 2.96 1.22  0.661
H -0.02 2.14 1.64  0.411
H 0.88 3.13 -1.08  0.436
H -0.69 3.25 -0.28  0.466
H 0.55 -0.19 -2.99  0.230
H 1.43 -0.13 -1.44  -0.259
H 1.80 2.45 -2.68  0.371
H 2.07 1.23 -3.93  0.377
N -0.47 -8.63 1.83  -0.502
C -0.18 -7.31 1.76  1.137
C 0.77 -6.82 0.84  -0.917
C 0.98 -5.47 0.70  -0.743
C 0.28 -4.58 1.49  -0.709
C -0.64 -5.04 2.42  -0.222
C -0.87 -6.39 2.56  -0.839
S 0.24 -2.88 1.04  1.246
O 1.50 -2.34 0.61  -0.699
O -0.42 -2.11 2.10  -0.232
N -0.80 -2.91 -0.19  -0.134
C -0.42 -2.62 -1.42  0.665
S 1.21 -2.99 -2.05  0.016
C 0.61 -2.63 -3.62  -0.216
C -0.70 -2.24 -3.57  -0.940
N -1.26 -2.23 -2.36  -0.319
H 0.16 -9.29 1.40  0.212
H -1.02 -8.98 2.60  0.214
H 1.31 -7.52 0.22  0.345
H 1.69 -5.09 -0.02  0.557
H -1.17 -4.31 3.01  0.524
H -1.59 -6.74 3.28  0.324
H 1.24 -2.74 -4.48  0.492
H -1.29 -1.95 -4.43  0.418
S -2.12 0.76 1.46  -0.672
Sb -2.61 -0.85 3.05  1.315
C -3.34 -2.58 2.03  0.406
C -3.67 -3.71 2.76  -0.615
C -4.01 -4.88 2.09  -0.678
C -4.04 -4.90 0.71  -0.664
C -3.78 -3.75 -0.02  -0.642
C -3.42 -2.58 0.64  -0.147
C -4.39 -0.06 3.92  0.539
C -5.46 0.18 3.07  -0.567
C -6.62 0.74 3.56  -0.671
C -6.72 1.06 4.91  -0.503
C -5.66 0.79 5.76  -0.612
C -4.49 0.23 5.27  -0.443
C -1.27 -1.14 4.73  0.972
C -1.24 -2.35 5.41  -0.221
C -0.40 -2.50 6.51  -0.780
C 0.40 -1.44 6.92  -0.527
C 0.36 -0.24 6.24  -0.640
C -0.48 -0.08 5.14  -0.617
H -3.67 -3.68 3.84  0.545
H -4.24 -5.77 2.66  0.488
H -4.27 -5.82 0.19  0.439
H -3.84 -3.75 -1.10  0.486
H -3.22 -1.67 0.05  0.409
H -5.36 -0.06 2.01  0.357
H -7.44 0.94 2.89  0.405
H -7.62 1.52 5.29  0.390
H -5.74 1.02 6.81  0.406
H -3.66 0.03 5.93  0.454
H -1.86 -3.18 5.09  0.279
H -0.38 -3.43 7.04  0.441
H 1.05 -1.57 7.77  0.410
H 0.98 0.58 6.56  0.423
H -0.51 0.86 4.61  0.367

***

<a> takes first place; second place is 14.1 kcal/mol up.

***

<a>
An isolated molecule of C5H11NOS. Source: the Open Molecules 2025 dataset; level of theory: ωB97M-V with the def2-TZVPD basis set.

The value obtained for the HOMO energy is -8.22 eV. As for the LUMO energy: 0.86 eV. The calculation puts the HOMO-LUMO gap at 9.1 eV.

Last column: Mulliken charge in e.
CARTESIAN COORDINATES (ANGSTROEM)
C -0.93 2.62 -0.61  -0.598
C -0.04 1.73 -1.35  -0.403
C -1.03 1.10 -0.41  -0.254
C -0.71 -2.08 0.45  -1.046
C 1.62 -1.53 0.64  -0.951
N 0.24 -1.10 0.48  0.078
O 1.04 1.27 1.38  -0.569
S -0.17 0.48 1.22  0.416
H -0.61 3.16 0.29  0.191
H -1.61 3.06 -1.19  0.330
H -0.09 1.59 -2.51  0.222
H 0.95 1.70 -1.08  0.243
H -1.77 0.36 -0.68  0.412
H -0.16 -3.03 0.63  0.374
H -1.53 -2.16 1.25  0.270
H -1.11 -2.11 -0.66  0.293
H 2.10 -1.87 -0.29  0.265
H 2.17 -0.78 1.07  0.375
H 1.63 -2.41 1.36  0.353

***

<b>
An isolated molecule of C5H11NOS. Source: the Open Molecules 2025 dataset; level of theory: ωB97M-V with the def2-TZVPD basis set.

The value obtained for the HOMO energy is -9.05 eV. As for the LUMO energy: 0.55 eV. The calculation puts the HOMO-LUMO gap at 9.6 eV.

Last column: Mulliken charge in e.
CARTESIAN COORDINATES (ANGSTROEM)
C -0.04 1.81 -0.59  -0.941
C 0.13 0.36 0.05  0.856
N 1.08 0.38 1.21  -0.760
C 0.68 -0.88 -0.74  -0.432
O 2.05 -0.87 -0.94  -0.578
C -0.20 -1.69 0.26  -0.718
C -1.10 -0.42 0.49  -0.257
S -2.66 -0.28 -0.19  -0.208
H -1.05 1.83 -1.23  0.167
H 0.09 2.60 0.37  0.281
H 0.78 1.96 -1.44  0.262
H 0.69 -0.01 2.04  0.195
H 1.46 1.38 1.61  0.256
H 0.15 -0.81 -1.69  0.400
H 2.16 -0.50 0.01  0.496
H -0.92 -2.42 -0.25  0.358
H 0.30 -2.23 1.10  0.304
H -1.24 -0.45 1.53  0.217
H -2.34 0.25 -1.61  0.103

***

<c>
A structure of composition C5H11NOS. Source: the Open Molecules 2025 dataset; level of theory: ωB97M-V with the def2-TZVPD basis set.

The value obtained for the HOMO energy is -8.62 eV. As for the LUMO energy: -0.54 eV. The calculation puts the HOMO-LUMO gap at 8.1 eV.

Last column: Mulliken charge in e.
CARTESIAN COORDINATES (ANGSTROEM)
C 1.70 -1.70 -0.35  -0.575
C 0.84 0.90 -0.52  -1.007
C -0.66 0.82 -0.27  1.156
C -1.05 0.58 1.37  -1.341
C -1.25 -0.52 -0.91  -0.396
H 2.21 -1.71 -1.42  0.225
H 2.41 -1.99 0.47  0.329
H 0.67 -2.27 -0.33  0.179
H 1.32 0.13 1.29  0.243
H 0.88 0.82 -1.68  0.323
H 1.36 1.91 -0.21  0.241
H 0.01 1.06 2.16  0.141
H -0.92 -0.66 1.61  0.355
H -2.14 0.86 1.60  0.494
H -2.15 2.05 0.03  0.399
H -0.98 -0.49 -2.08  0.258
N 1.60 -0.14 0.23  -0.311
O -1.47 1.81 -0.87  -0.535
S -2.38 -1.46 -0.12  -0.180

***

<b> takes first place; second place is 1.4 kcal/mol up.

***

<a>
The ion C4H13N3 with charge -1. Source: the Open Molecules 2025 dataset; level of theory: ωB97M-V with the def2-TZVPD basis set.

The value obtained for the HOMO energy (alpha / beta) is 1.57 / -4.57 eV. As for the LUMO energy (alpha / beta): 4.00 / 4.29 eV. The spin multiplicity is 2. The calculation puts the HOMO-LUMO gap (alpha / beta) at 2.4 / 8.9 eV. The charge is -1.

Last column: Mulliken charge in e.
CARTESIAN COORDINATES (ANGSTROEM)
C -0.11 0.74 0.77  -1.142
N 0.88 -0.04 1.48  0.395
C 2.32 0.24 1.23  -2.339
N 2.93 -0.67 0.30  -1.066
C -1.26 -0.12 0.13  -0.920
N -1.44 0.34 -1.25  0.222
C -2.56 -0.17 -1.97  -1.818
H 0.51 1.17 -0.02  0.407
H -0.53 1.54 1.39  0.242
H 0.73 -0.48 2.37  0.088
H 2.27 1.25 0.80  0.635
H 2.84 0.23 2.19  0.896
H 3.18 -1.54 0.73  0.364
H 2.55 -0.65 -0.63  0.663
H -0.84 -1.14 0.13  0.218
H -2.23 -0.04 0.62  0.557
H -0.55 0.45 -1.73  0.311
H -2.25 -1.12 -2.45  0.461
H -3.39 -0.49 -1.34  0.296
H -3.03 0.49 -2.73  0.531

***

<b>
The ion C4H13N3 with charge -1. Source: the Open Molecules 2025 dataset; level of theory: ωB97M-V with the def2-TZVPD basis set.

The value obtained for the HOMO energy (alpha / beta) is 1.31 / -4.97 eV. As for the LUMO energy (alpha / beta): 4.32 / 4.12 eV. The spin multiplicity is 2. The calculation puts the HOMO-LUMO gap (alpha / beta) at 3.0 / 9.1 eV. The charge is -1.

Last column: Mulliken charge in e.
CARTESIAN COORDINATES (ANGSTROEM)
C -0.22 1.34 -0.72  -1.031
N -0.02 0.08 -0.02  0.508
C -0.13 -1.10 -0.88  -2.017
C -0.79 -2.32 -0.22  -0.827
N 0.04 -2.95 0.81  -1.306
C -0.06 2.54 0.26  -0.798
N 0.99 2.39 1.27  -1.520
H -1.25 1.37 -1.04  0.329
H 0.46 1.49 -1.57  0.343
H 0.93 0.03 0.36  0.392
H 0.87 -1.38 -1.24  0.442
H -0.69 -0.86 -1.79  0.378
H -1.71 -2.02 0.28  0.460
H -1.02 -3.02 -1.03  0.507
H -0.02 -2.43 1.68  0.426
H 1.00 -3.04 0.52  0.628
H -1.01 2.64 0.78  0.332
H 0.10 3.48 -0.27  0.491
H 0.67 1.70 1.95  0.541
H 1.87 2.06 0.87  0.721

***

<c>
The ion C4H13N3 with charge -1. Source: the Open Molecules 2025 dataset; level of theory: ωB97M-V with the def2-TZVPD basis set.

The value obtained for the HOMO energy (alpha / beta) is 1.24 / -5.51 eV. As for the LUMO energy (alpha / beta): 4.13 / 4.19 eV. The spin multiplicity is 2. The calculation puts the HOMO-LUMO gap (alpha / beta) at 2.9 / 9.7 eV. The charge is -1.

Last column: Mulliken charge in e.
CARTESIAN COORDINATES (ANGSTROEM)
C 0.12 0.43 0.49  -0.726
N -1.22 -0.29 0.14  -0.476
C -2.17 0.82 -0.10  -1.537
N -2.03 1.07 -1.55  -0.521
C 1.25 -0.65 0.53  -0.950
C 1.64 -1.10 -0.84  -1.216
N 2.45 -0.14 1.31  -0.178
H -0.08 0.75 1.59  0.553
H 0.37 1.24 -0.26  0.157
H -1.51 -0.85 1.01  0.676
H -1.92 1.70 0.52  0.253
H -3.15 0.54 0.26  0.868
H -1.57 0.19 -1.75  0.325
H -2.97 0.98 -1.93  0.261
H 0.91 -1.56 1.05  -0.892
H 2.34 -1.92 -0.86  0.831
H 0.74 -1.14 -1.48  0.308
H 2.27 -0.23 -1.39  0.185
H 2.08 -0.30 2.29  0.672
H 3.14 -0.81 1.14  0.404

***

<b> takes first place; second place is 20.8 kcal/mol up.